[1]
DFT (wB97M-V/def2-TZVPD) results for C8H10InO4S as an isolated structure.

Geometry as XYZ:
```
24
Properties=species:S:1:pos:R:3:forces:R:3
In -0.131 0.063 -0.126 -0.446 0.345 0.792
O 1.681 -1.569 -2.324 -3.586 3.164 4.149
C 1.032 -0.990 -1.553 4.994 -4.504 -6.124
C -0.965 0.956 1.625 -3.318 3.582 7.128
O -1.352 1.401 2.628 2.062 -2.381 -5.352
C -1.212 -1.700 0.270 -4.948 -7.646 1.624
O -1.814 -2.672 0.496 3.377 5.409 -1.220
C 1.126 1.743 -0.363 5.321 7.332 -1.064
O 1.818 2.670 -0.487 -3.822 -5.114 0.699
C -3.303 1.645 -3.645 -0.882 0.862 1.461
H -2.584 2.186 -4.251 0.007 -0.096 0.078
H -3.622 0.660 -3.971 0.102 0.049 0.051
C -3.952 2.280 -2.587 0.868 -0.863 -1.499
H -4.780 1.796 -2.080 0.129 0.034 0.040
H -3.743 3.321 -2.360 0.026 -0.124 0.069
C 2.039 -0.861 3.763 0.246 -0.226 0.949
S 1.505 -0.637 2.139 -1.875 1.206 -3.143
C 2.748 -1.393 1.135 0.130 -0.455 0.219
H 1.283 -0.488 4.424 -0.278 0.134 0.578
H 2.949 -0.294 3.817 0.489 0.172 0.495
H 2.171 -1.922 3.848 0.186 -0.499 0.591
H 3.571 -1.476 1.828 0.691 -0.302 -0.234
H 2.407 -2.371 0.818 0.296 -0.283 -0.097
H 3.041 -0.764 0.307 0.233 0.205 -0.190
```
Forces are in eV/Å.

Values from the calculation:
ΔE to the lowest compared entry with this formula, charge and spin ... 2.082 eV
Total charge ... +3
HOMO level ... -18.57 eV
Lowest unoccupied orbital energy ... -14.95 eV

[2]
DFT (wB97M-V/def2-TZVPD) results for C8H10MgO8P as an isolated structure.

Geometry as XYZ:
```
28
Properties=species:S:1:pos:R:3:forces:R:3
O -3.932 -4.040 -2.598 2.211 4.860 -0.335
C -3.180 -3.156 -2.391 -1.556 -7.263 1.644
Mg -1.038 -2.323 -1.446 -1.049 1.141 -0.670
C 1.233 -1.927 -0.646 2.985 0.337 1.161
O 2.304 -1.732 -0.298 -3.250 -0.521 -1.096
C -0.803 0.195 -1.757 -0.303 1.513 -1.774
O -0.977 1.101 -2.432 0.238 -1.662 1.217
C -2.562 -1.418 0.137 -1.677 1.406 2.030
O -3.230 -0.820 0.851 1.868 -1.823 -2.280
C -0.174 -2.367 -3.659 2.754 -0.189 -3.088
O 0.465 -2.278 -4.623 -2.831 -0.131 3.620
H -2.332 -1.645 -2.509 0.196 2.333 -0.868
C 0.008 -0.633 2.555 -0.445 0.209 0.704
O -0.222 -0.282 1.160 0.698 0.095 0.770
P -0.325 1.336 0.867 0.767 0.820 -0.800
O 0.359 2.044 2.145 0.954 -0.464 -0.233
C 1.774 1.891 2.482 0.023 0.577 0.449
O 0.934 1.341 -0.267 -1.059 -0.534 1.287
C 1.210 2.586 -0.885 0.454 -0.063 -0.958
H -0.331 -1.672 2.606 0.138 0.178 0.378
H -0.644 0.026 3.242 1.175 -1.134 -0.988
H 1.099 -0.569 2.838 -1.291 -0.012 -0.374
H 1.881 1.444 3.466 -0.323 -0.212 0.059
H 2.378 1.333 1.772 -0.406 -0.171 -0.309
H 2.215 2.880 2.575 -0.208 0.197 -0.191
H 2.006 3.070 -0.333 0.260 0.195 -0.108
H 1.522 2.345 -1.925 -0.061 0.426 0.685
H 0.363 3.270 -0.928 -0.263 -0.110 0.068
```
Forces are in eV/Å.

Values from the calculation:
ΔE to the lowest compared entry with this formula, charge and spin ... 0.759 eV
Total charge ... +1
HOMO level (spin up / spin down) ... -10.97 / -10.97 eV
Lowest unoccupied orbital energy (spin up / spin down) ... -4.66 / -4.66 eV